C7H6N2O4S2 | the ωB97M-V functional and the def2-TZVPD basis

Structure (XYZ):
```
21
Properties=species:S:1:pos:R:3:forces:R:3
S -0.69207 2.20503 -1.53266 0.41 -0.14 -0.27
S 0.23207 -2.16306 0.82367 0.41 -0.62 0.75
O 1.86568 1.27072 0.93351 -0.35 0.21 0.64
O 3.16614 1.98524 -0.58073 2.69 1.80 -1.44
O -2.08635 1.04810 0.18216 0.70 -1.22 0.73
O -3.17839 2.77984 -0.78364 0.21 -0.30 0.22
N 2.22510 1.40123 -0.21031 -2.15 -1.07 1.12
N -0.03405 0.67715 -0.91468 -0.01 1.23 -0.64
C -0.86555 0.22960 0.15063 -2.13 -0.53 0.93
C 1.97893 -0.81406 -0.90718 0.20 1.36 -1.32
C 1.43095 0.60705 -1.21944 -2.71 -3.41 4.08
C 1.67047 -1.80828 -0.08717 -3.87 4.10 -0.33
C -2.14678 -1.43719 1.76059 1.74 1.99 0.51
C -2.22817 2.07666 -0.65568 1.05 -0.19 -0.29
C -0.97160 -0.87709 0.95908 1.34 1.38 -2.83
H 2.24061 -2.61447 -0.13895 2.56 -3.54 0.09
H -1.91584 -1.10727 2.79461 -0.48 -0.66 -0.25
H -3.06517 -0.94917 1.46551 -0.30 -0.40 -0.21
H 2.85236 -0.95313 -1.49169 0.94 -0.26 -0.34
H -2.05507 -2.50932 1.64646 -0.73 -0.19 0.21
H 1.57672 0.95244 -2.19408 0.50 0.46 -1.37
```
Forces are in eV/Å.

Results
DFT total energy: -1476.9897 Eh
gap between HOMO and LUMO: 0.29090 Ha
total charge: 0
energy relative to the best compared isomer or geometry (same formula, charge and spin): 71.1 kcal per mole

Atom charges from the Löwdin analysis, given in e for atoms 1 to 5: number 1, S, carries 1.105; number 2, S, carries 1.023; number 3, O, carries 0.101; number 4, O, carries 0.134; number 5, O, carries 0.027